# 1
{
  "formula": "C27H35N9O6P2Se2Ta",
  "method": "wB97M-V/def2-TZVPD",
  "species": ["Ta", "Se", "N", "C", "C", "C", "C", "C", "N", "C", "C", "N", "C", "C", "C", "C", "C", "N", "H", "H", "H", "H", "H", "H", "N", "C", "C", "P", "O", "O", "O", "P", "O", "O", "O", "H", "H", "H", "H", "H", "H", "H", "H", "C", "C", "N", "H", "H", "H", "C", "N", "C", "C", "N", "N", "C", "C", "H", "H", "H", "H", "H", "H", "H", "H", "H", "H", "H", "H", "H", "Se", "C", "C", "C", "C", "C", "C", "H", "H", "H", "H", "H"],
  "coordinates": [[0.17243, 0.40067, 0.05259], [6.39901, 5.23398, -1.02421], [6.13675, 3.51135, -1.31231], [4.90001, 3.24810, -0.96914], [4.29389, 1.93449, -1.08677], [4.97938, 0.85114, -1.63744], [4.32029, -0.35162, -1.76828], [3.00940, -0.44415, -1.33345], [2.34321, 0.56521, -0.76698], [2.97390, 1.76038, -0.65612], [2.20686, 2.87812, -0.12690], [0.93420, 2.62694, 0.25973], [0.17093, 3.65832, 0.60880], [0.63292, 4.96897, 0.65385], [1.94358, 5.22571, 0.33340], [2.75289, 4.16119, -0.07676], [4.13602, 4.35135, -0.47611], [4.75990, 5.50175, -0.42359], [6.00176, 0.98412, -1.96748], [4.79701, -1.21362, -2.21267], [2.46828, -1.36730, -1.48507], [-0.84978, 3.43606, 0.87955], [-0.04403, 5.75735, 0.94988], [2.36070, 6.22363, 0.37194], [-2.55083, -0.33951, -4.28806], [-2.22125, 0.27578, -2.94573], [-3.08376, 1.52041, -2.73173], [-2.40672, -1.01191, -1.64975], [-3.89491, -0.80854, -1.17854], [-2.06437, -2.33116, -2.19889], [-1.50355, -0.45621, -0.51199], [-0.44540, 0.75768, -3.01309], [0.38722, -0.59394, -2.70222], [-0.16265, 1.32103, -4.32931], [-0.23649, 1.47234, -1.66439], [-3.54659, -0.24902, -4.50727], [-2.31814, -1.34203, -4.28472], [-2.00863, 0.14614, -5.01853], [-4.14226, 1.26328, -2.77952], [-2.85732, 2.28419, -3.47771], [-2.89431, 1.93874, -1.74453], [-4.39814, -1.60667, -0.96565], [0.71470, -1.06916, -3.47853], [3.38851, 0.84991, 3.84805], [2.46433, 0.72634, 2.73962], [1.71549, 0.63166, 1.87842], [4.07889, 1.67225, 3.66129], [3.95291, -0.07458, 3.96616], [2.82929, 1.05284, 4.76171], [-0.15550, -2.11405, 3.21986], [-0.50931, -2.84543, 2.00458], [-1.54657, -3.86261, 2.19094], [0.20372, -2.74786, 0.87740], [0.78220, -1.56172, 0.50361], [0.39294, -3.82784, 0.11552], [0.69226, -3.71736, -1.30813], [0.56103, -5.17874, 0.66525], [0.10910, -2.83719, 3.99391], [-0.99575, -1.51909, 3.57507], [0.68984, -1.46244, 3.02905], [-2.37463, -3.40656, 2.73232], [-1.19398, -4.70555, 2.78480], [-1.90346, -4.21670, 1.22778], [1.68935, -1.78079, 0.10979], [1.77164, -3.71852, -1.48914], [0.21764, -2.82902, -1.71404], [0.26797, -4.58358, -1.81268], [0.71594, -5.13914, 1.73832], [1.45217, -5.61163, 0.21216], [-0.29010, -5.81783, 0.43381], [-1.13117, 1.06975, 2.04968], [-2.99015, 0.59101, 1.84071], [-3.37954, -0.73831, 1.86271], [-4.72918, -1.05436, 1.90283], [-5.68133, -0.04269, 1.90038], [-5.28166, 1.28685, 1.86461], [-3.93174, 1.61092, 1.84711], [-2.62980, -1.51662, 1.83897], [-5.04043, -2.09093, 1.95155], [-6.73341, -0.28991, 1.94208], [-6.01989, 2.07726, 1.87514], [-3.62372, 2.64871, 1.86248]],
  "lowdin_charge": [1.639, 1.269, -0.204, -0.341, -0.055, 0.068, 0.013, -0.116, -0.016, -0.130, -0.145, -0.062, -0.128, 0.018, 0.063, -0.056, -0.339, -0.201, 0.141, 0.132, 0.086, 0.064, 0.133, 0.140, 0.216, -0.491, -0.041, 0.394, -0.071, -0.239, -0.474, 0.383, -0.175, -0.203, -0.396, 0.183, 0.159, 0.164, 0.100, 0.108, 0.093, 0.120, 0.121, 0.011, -0.138, 0.035, 0.109, 0.110, 0.113, -0.034, -0.121, -0.021, -0.384, -0.042, -0.109, -0.027, -0.004, 0.112, 0.073, 0.053, 0.095, 0.105, 0.106, 0.052, 0.102, 0.045, 0.114, 0.098, 0.109, 0.108, 0.878, -0.568, -0.157, -0.072, -0.046, -0.044, -0.110, 0.063, 0.118, 0.122, 0.122, 0.106],
  "e_lumo_ev": -8.74,
  "orbital_gap_ha": 0.2658,
  "de_lowest_ev": 0.000,
  "largest_force_ev_per_a": 0.9,
  "energy_ev": -205071.69654,
  "charge": 3
}

---

# 2
{
  "formula": "C19H22BrCl4F13N2O2P",
  "method": "wB97M-V/def2-TZVPD",
  "species": ["C", "P", "O", "N", "C", "C", "C", "C", "C", "F", "F", "C", "F", "F", "C", "F", "F", "C", "F", "F", "C", "F", "F", "C", "F", "F", "F", "C", "C", "N", "C", "O", "C", "Br", "H", "H", "H", "H", "H", "H", "H", "H", "H", "H", "H", "H", "H", "H", "Cl", "C", "C", "Cl", "H", "H", "H", "H", "Cl", "C", "C", "Cl", "H", "H", "H", "H"],
  "coordinates": [[4.57790, -3.57378, 0.89557], [5.31395, -1.85390, 1.37124], [6.81948, -1.78502, 0.43485], [4.21522, -0.51507, 0.91962], [2.73590, -0.85680, 0.64387], [1.62446, 0.31126, 0.20036], [0.06823, -0.16829, -0.01848], [-0.58126, 0.22915, -1.47000], [-2.01110, -0.54297, -1.80682], [-1.63285, -1.99184, -2.00279], [-2.54663, -0.08555, -3.10880], [-3.08585, -0.52681, -0.56612], [-2.71561, -1.70535, 0.30434], [-2.95201, 0.75644, 0.22054], [-4.67254, -0.56662, -1.04482], [-4.97733, 0.76207, -1.69301], [-4.89031, -1.62927, -2.09661], [-5.73235, -0.88635, 0.16196], [-6.09912, -2.34483, 0.01735], [-5.19812, -0.73113, 1.53359], [-7.14520, -0.05847, 0.09261], [-8.12224, -0.84243, 0.93792], [-7.77166, -0.04932, -1.28254], [-7.10487, 1.44650, 0.74234], [-5.76152, 2.06394, 0.82153], [-7.58856, 1.33604, 2.16980], [-8.04034, 2.34032, 0.00688], [2.08404, 1.89838, 0.03355], [1.02029, 3.09831, -0.39094], [1.25507, 4.40891, 0.32690], [3.70071, 2.19095, 0.34160], [4.22476, 3.56100, 0.22948], [4.70994, 0.94100, 0.80053], [6.62273, 1.49782, 1.18050], [3.51894, -3.75479, 1.36175], [4.48834, -3.65288, -0.29183], [5.27895, -4.48166, 1.20622], [7.52467, -1.90898, 1.15923], [2.30500, -1.96200, 0.75608], [-0.53853, 0.26211, 0.91529], [0.02794, -1.35124, 0.12279], [0.20164, -0.12242, -2.29913], [-0.78493, 1.37040, -1.63101], [-0.05496, 2.70342, -0.06826], [0.97066, 3.24091, -1.57412], [1.66605, 5.08959, -0.37764], [0.31253, 4.84297, 0.56115], [4.29642, 4.00930, 1.12366], [4.54706, 3.18074, 4.59934], [2.80010, 3.51282, 4.50216], [1.97544, 2.23704, 4.43084], [2.20420, 1.37398, 2.88987], [2.62402, 4.15583, 3.63459], [2.53498, 4.07620, 5.40245], [0.91087, 2.47839, 4.50326], [2.22538, 1.54990, 5.24526], [0.58225, -3.34549, -6.28031], [0.27466, -4.54337, -4.99889], [-0.25862, -3.90129, -3.72763], [0.96880, -2.89904, -2.91476], [1.20404, -5.09071, -4.81498], [-0.46248, -5.24854, -5.39586], [-0.55539, -4.67727, -3.01587], [-1.13121, -3.27224, -3.92963]],
  "lowdin_charge": [-0.291, 0.904, -0.381, -0.288, 0.016, -0.111, -0.161, -0.078, -0.178, -0.064, 0.028, -0.074, 0.026, 0.009, -0.066, 0.032, 0.039, -0.099, 0.033, 0.055, -0.068, 0.031, 0.038, -0.135, 0.046, 0.032, 0.056, -0.019, -0.221, -0.039, -0.155, -0.069, -0.439, 0.712, 0.049, 0.077, 0.086, 0.074, 0.128, 0.137, 0.131, 0.132, 0.120, 0.122, 0.149, 0.095, 0.096, 0.128, 0.547, -0.650, -0.605, 0.691, 0.063, 0.080, 0.080, 0.076, 0.546, -0.658, -0.654, 0.548, 0.070, 0.078, 0.079, 0.062],
  "e_lumo_ev": -4.83,
  "orbital_gap_ha": 0.2590,
  "largest_force_ev_per_a": 5.5,
  "energy_ev": -191860.89541,
  "charge": 1
}

---

# 3
{
  "formula": "C3H5NO",
  "method": "wB97M-V/def2-TZVPD",
  "species": ["C", "C", "C", "H", "H", "H", "H", "H", "N", "O"],
  "coordinates": [[-1.26609, -0.63153, 0.69773], [0.67174, -0.22513, -0.90697], [0.67979, 0.98506, 0.10180], [-2.29941, -0.58735, 0.73913], [0.89505, -1.33299, -0.58538], [0.55435, 0.16876, -1.88543], [1.00519, 1.93356, -0.49250], [1.04933, 0.83642, 1.24095], [-0.63249, 0.29378, -0.31661], [-0.65747, -1.44057, 1.40728]],
  "lowdin_charge": [-0.219, -0.131, -0.121, 0.091, 0.138, 0.073, 0.114, 0.144, -0.111, 0.022],
  "e_lumo_ev": 0.82,
  "orbital_gap_ha": 0.3840,
  "de_lowest_ev": 2.888,
  "smiles": "O=CN1CC1",
  "largest_force_ev_per_a": 5.3,
  "energy_ev": -6726.68486,
  "charge": 0
}